1:
10
Properties=species:S:1:pos:R:3:mulliken_charge:R:1 method="wB97M-V/def2-TZVPD" e_lumo_ev=0.660 gap_ha=0.3913 homo_energy_ev=-9.988 smiles="O=CCNO"
O 2.56 0.07 0.10 -0.4565
C 1.42 -0.33 -0.15 -0.0500
C 0.22 0.55 -0.18 -0.2223
N -0.78 -0.13 0.59 -0.2579
O -2.04 -0.15 -0.08 -0.4443
H 1.40 -1.43 -0.44 0.3468
H 0.54 1.62 0.33 0.1919
H -0.17 0.69 -1.21 0.3087
H -0.42 -1.12 0.53 0.2453
H -2.72 0.23 0.51 0.3383


2:
10
Properties=species:S:1:pos:R:3:mulliken_charge:R:1 method="wB97M-V/def2-TZVPD" e_lumo_ev=0.911 gap_ha=0.3977 homo_energy_ev=-9.911 smiles="CONC=O"
C -1.52 -0.58 0.30 -0.4374
O -0.92 0.42 -0.54 -0.2716
N 0.18 0.98 0.13 -0.1375
C 1.31 0.18 0.14 0.1436
O 1.28 -1.00 -0.19 -0.5201
H -2.44 -0.85 -0.24 0.2389
H -1.71 -0.07 1.29 0.2394
H -0.95 -1.58 0.38 0.2053
H 0.09 1.99 0.14 0.2183
H 2.10 0.75 0.66 0.3212


Order of stability, best first: 2, 1


1:
16
Properties=species:S:1:pos:R:3:mulliken_charge:R:1 method="wB97M-V/def2-TZVPD" e_lumo_ev=0.249 gap_ha=0.3653 homo_energy_ev=-9.692 smiles="O=CNCO.O.O"
O -0.56 1.33 1.82 -0.5845
C 0.04 0.28 1.68 0.0511
N 0.98 0.16 0.70 -0.1536
C 1.38 1.28 -0.18 -0.3574
O 1.63 0.66 -1.43 -0.5310
H -0.14 -0.59 2.33 0.3906
H 1.28 -0.74 0.36 0.2855
H 0.59 2.07 -0.13 0.2942
H 2.31 1.77 0.06 0.2900
H 0.77 0.36 -1.73 0.3081
O -0.74 -2.33 0.41 -0.5603
H -0.14 -2.86 -0.13 0.2966
H -1.49 -2.86 0.67 0.2749
O -2.11 -0.51 -2.31 -0.6217
H -3.01 -0.69 -1.99 0.3108
H -1.64 -0.17 -1.54 0.3066


2:
16
Properties=species:S:1:pos:R:3:mulliken_charge:R:1 method="wB97M-V/def2-TZVPD" e_lumo_ev=-4.266 gap_ha=0.1674 homo_energy_ev=-8.822
O 1.77 -0.27 -2.07 -0.4163
C 0.59 -0.04 -1.87 0.0392
O 0.11 1.12 -2.55 -0.4305
C 0.25 0.29 -0.21 -0.1769
N -1.04 0.76 -0.04 -0.3434
H -0.03 -0.96 -1.99 0.3812
H 0.53 -0.63 0.31 0.4673
H 0.90 1.15 -0.12 0.1871
H -1.58 0.78 -0.90 0.2966
H -1.53 0.05 0.54 0.3614
H 0.04 -0.33 2.20 0.4103
H 0.98 -0.01 3.40 0.2981
O 0.98 -0.17 2.46 -0.6587
H 1.00 1.49 -2.66 0.3540
H -1.78 -1.98 1.84 0.1654
O -1.19 -1.25 1.67 -0.9347


Order of stability, best first: 1, 2


1:
16
Properties=species:S:1:pos:R:3:mulliken_charge:R:1 method="wB97M-V/def2-TZVPD" e_lumo_ev=0.155 gap_ha=0.3920 homo_energy_ev=-10.512 smiles="CNC(=O)O.O.O"
C 1.95 0.53 0.85 -1.1053
N 0.76 0.45 0.02 -0.0997
C 0.08 -0.72 -0.11 0.6803
O -1.05 -0.75 -0.56 -0.5759
O 0.71 -1.86 0.22 -0.4854
H 1.99 -0.15 1.69 0.3627
H 2.83 0.42 0.23 0.3492
H 2.04 1.53 1.27 0.3624
H 0.25 1.31 -0.07 0.1685
H 1.63 -1.81 -0.06 0.3251
O -1.11 2.30 -2.30 -0.6248
H -1.49 1.55 -1.81 0.3263
H -0.51 2.74 -1.70 0.3054
O -2.91 -1.95 1.06 -0.6325
H -1.98 -2.14 0.97 0.3267
H -3.19 -1.44 0.30 0.3171


2:
16
Properties=species:S:1:pos:R:3:mulliken_charge:R:1 method="wB97M-V/def2-TZVPD" e_lumo_ev=0.581 gap_ha=0.3722 homo_energy_ev=-9.547 smiles="NCC(=O)O.O.O"
N 1.09 1.95 -1.30 -0.4765
C 0.65 0.59 -1.48 -0.4323
C -0.42 0.14 -0.50 0.5149
O -0.78 0.74 0.48 -0.6008
O -0.92 -1.03 -0.89 -0.4614
H 0.51 2.63 -1.76 0.2044
H 2.05 2.07 -1.55 0.2319
H 0.32 0.30 -2.48 0.3330
H 1.48 -0.11 -1.33 0.2829
H -1.60 -1.34 -0.23 0.4240
O 1.51 -0.50 1.98 -0.6327
H 0.62 -0.22 1.72 0.3108
H 1.89 0.26 2.42 0.3181
O -2.19 -2.02 1.32 -0.6994
H -1.39 -2.06 1.86 0.3412
H -2.82 -1.42 1.73 0.3420


Order of stability, best first: 2, 1


1:
16
Properties=species:S:1:pos:R:3:mulliken_charge:R:1 method="wB97M-V/def2-TZVPD" e_lumo_ev=0.550 gap_ha=0.4002 homo_energy_ev=-10.339 smiles="O=CNCO.O.O"
O -1.76 -0.81 -1.14 -0.5718
C -0.94 0.11 -1.37 0.2266
N -0.83 1.17 -0.54 -0.2712
C -0.49 0.80 0.89 -0.4683
O 0.82 0.18 0.92 -0.4602
H -0.46 0.18 -2.43 0.3065
H -0.27 2.02 -0.77 0.3071
H -1.43 0.23 1.29 0.2603
H -0.47 1.80 1.35 0.3758
H 0.82 -0.73 1.18 0.3119
O 2.79 1.15 -1.36 -0.6301
H 2.22 1.49 -0.66 0.2877
H 3.11 0.36 -0.88 0.3225
O -0.67 -2.72 1.11 -0.6477
H -1.32 -2.40 0.46 0.3370
H -1.12 -2.82 1.95 0.3139


2:
16
Properties=species:S:1:pos:R:3:mulliken_charge:R:1 method="wB97M-V/def2-TZVPD" e_lumo_ev=0.366 gap_ha=0.3411 homo_energy_ev=-8.916 smiles="NCC(=O)O.O.O"
N 0.81 -0.90 -1.40 -0.6444
C 0.75 -1.65 -0.11 -0.6354
C -0.01 -0.68 0.83 0.7135
O 0.36 -0.61 1.98 -0.5659
O -1.18 -0.23 0.26 -0.4395
H 1.58 -0.20 -1.62 0.2761
H -0.15 -1.13 -1.84 0.3182
H 1.82 -1.57 0.33 0.2597
H 0.39 -2.72 0.12 0.2280
H -1.40 0.62 0.71 0.4179
O 0.19 1.57 -2.35 -0.6114
H 0.92 1.87 -1.94 0.2697
H 0.44 0.58 -2.40 0.4200
O -1.68 1.51 2.04 -0.6544
H -1.35 2.41 2.45 0.3318
H -1.48 1.13 2.93 0.3163


3:
16
Properties=species:S:1:pos:R:3:mulliken_charge:R:1 method="wB97M-V/def2-TZVPD" e_lumo_ev=0.546 gap_ha=0.4010 homo_energy_ev=-10.367 smiles="O=CNCO.O.O"
O 1.24 -2.03 0.30 -0.5923
C 0.25 -1.50 0.77 -0.0248
N -0.11 -0.20 0.54 -0.0151
C 0.86 0.74 0.13 -0.4857
O 0.70 1.26 -1.20 -0.4966
H -0.45 -2.10 1.39 0.3673
H -1.04 0.02 0.85 0.2154
H 1.88 0.36 0.22 0.2808
H 0.83 1.60 0.82 0.3590
H 0.42 0.46 -1.66 0.3844
O -2.22 2.10 1.39 -0.6099
H -1.28 2.13 1.23 0.2914
H -2.40 2.93 1.84 0.3196
O 0.20 -1.61 -2.30 -0.6568
H 0.68 -2.20 -2.90 0.3211
H 0.45 -1.94 -1.42 0.3422


4:
16
Properties=species:S:1:pos:R:3:mulliken_charge:R:1 method="wB97M-V/def2-TZVPD" e_lumo_ev=0.613 gap_ha=0.3963 homo_energy_ev=-10.172 smiles="O=CNCO.O.O"
O -1.53 0.50 2.14 -0.5445
C -1.55 -0.45 1.38 0.0449
N -0.46 -0.87 0.67 -0.0894
C 0.79 -0.18 0.73 -0.3676
O 1.13 0.37 -0.56 -0.5854
H -2.45 -1.06 1.19 0.3641
H -0.52 -1.72 0.13 0.2315
H 0.81 0.61 1.47 0.3062
H 1.63 -0.86 0.91 0.2909
H 0.35 0.82 -0.88 0.3507
O 1.27 -2.25 -1.52 -0.6430
H 1.19 -2.51 -2.45 0.3063
H 1.12 -1.29 -1.57 0.3552
O -0.43 2.86 -0.85 -0.6640
H -1.36 3.06 -0.79 0.3194
H 0.02 2.95 0.00 0.3248


Order of stability, best first: 4, 3, 1, 2


1:
25
Properties=species:S:1:pos:R:3:mulliken_charge:R:1 method="wB97M-V/def2-TZVPD" e_lumo_ev=-3.350 total_charge=+1 gap_ha=0.3448 homo_energy_ev=-12.733
C -3.25 -2.74 -0.67 -0.8696
C -2.39 -2.18 0.21 -0.1179
C -0.47 0.31 -0.28 0.7326
C -1.87 1.10 -0.37 -1.5786
C -0.88 -2.01 -0.12 -0.5544
C -0.23 -0.79 0.57 -0.6679
C 3.53 1.57 0.86 0.2213
N 0.44 0.94 -0.93 -0.2807
N 4.73 2.14 0.77 -0.3269
O 2.94 0.93 -0.01 -0.7222
H -4.18 -3.07 -0.36 0.3226
H -2.93 -3.10 -1.64 0.2591
H -2.72 -2.07 1.27 0.2815
H -2.50 0.83 0.50 0.3479
H -1.75 2.09 -0.40 0.6526
H -2.44 1.03 -1.38 0.3449
H -0.47 -2.81 0.46 0.3204
H -0.61 -2.18 -1.18 0.4193
H -0.63 -0.58 1.60 0.3699
H 0.82 -0.86 0.71 0.3924
H 3.22 1.72 1.89 0.2592
H 5.04 2.61 1.62 0.2496
H 5.35 1.98 0.00 0.2426
H 0.08 1.83 -1.46 0.2745
H 1.48 0.69 -0.79 0.4279


2:
25
Properties=species:S:1:pos:R:3:mulliken_charge:R:1 method="wB97M-V/def2-TZVPD" e_lumo_ev=-3.407 total_charge=+1 gap_ha=0.3529 homo_energy_ev=-13.010 smiles="C[N+](C)=C(O)N1CCCC1"
C -1.26 0.70 1.73 -0.9196
N 0.07 1.23 1.36 0.0950
C 0.67 2.38 2.06 -0.9385
C 0.86 0.48 0.56 0.4481
O 2.15 0.57 0.48 -0.4087
N 0.21 -0.77 -0.20 0.1716
C 1.07 -1.76 -0.71 -0.4191
C 0.43 -2.11 -2.11 -0.6537
C -0.59 -0.96 -2.40 -0.5531
C -1.06 -0.54 -0.94 -0.6615
H -2.08 0.81 1.03 0.2813
H -1.14 -0.26 2.12 0.4190
H -1.58 1.28 2.62 0.3534
H 0.09 2.67 2.97 0.3215
H 1.71 2.14 2.48 0.3511
H 0.55 3.15 1.28 0.3529
H 2.71 0.85 1.20 0.3806
H 1.20 -2.71 -0.10 0.2420
H 2.03 -1.16 -0.90 0.2486
H 0.11 -3.19 -2.15 0.2893
H 1.25 -2.04 -2.75 0.3225
H 0.00 -0.05 -2.72 0.2486
H -1.52 -1.14 -3.03 0.3744
H -1.51 0.57 -0.83 0.3149
H -1.95 -1.17 -0.67 0.3394


Order of stability, best first: 1, 2


1:
25
Properties=species:S:1:pos:R:3:mulliken_charge:R:1 method="wB97M-V/def2-TZVPD" e_lumo_ev="-3.458 / -3.425" total_charge=+1 gap_ha="0.2659 / 0.2693" homo_energy_ev="-10.692 / -10.753"
C 2.07 -1.42 0.29 -0.6281
C -1.57 1.27 -0.05 -1.0768
C 2.69 -0.08 -0.15 -0.4177
C -1.45 -0.26 -0.35 0.7224
C -0.20 -0.77 0.26 -0.3678
C 0.86 1.32 -0.48 -0.6560
C -2.68 -0.98 0.22 -1.6893
N 0.71 -1.62 -0.23 -0.2111
N -0.25 1.91 0.29 0.0118
O 2.02 1.11 0.28 -0.4233
H 2.70 -2.23 -0.07 0.3931
H 2.01 -1.46 1.38 0.3131
H -1.97 1.77 -0.94 0.3505
H -2.26 1.44 0.78 0.4954
H 3.69 -0.01 0.29 0.3733
H 2.79 -0.05 -1.24 0.3439
H -1.42 -0.42 -1.43 0.3741
H -0.07 -0.57 1.32 0.3959
H 1.00 1.75 -1.46 0.3389
H -2.73 -0.87 1.30 0.4250
H -2.65 -2.04 -0.02 0.4061
H -3.59 -0.56 -0.21 0.4193
H 0.64 -1.87 -1.21 0.3061
H -0.35 2.93 0.17 0.3756
H -0.01 1.74 1.27 0.4258


2:
25
Properties=species:S:1:pos:R:3:mulliken_charge:R:1 method="wB97M-V/def2-TZVPD" e_lumo_ev=-3.213 total_charge=+1 gap_ha=0.3329 homo_energy_ev=-12.271
C 2.60 0.84 -1.66 -1.1078
C 2.23 0.60 -0.40 0.9724
C 2.96 1.13 0.79 -1.1553
O 1.36 -0.41 0.12 -0.3245
C 0.28 -1.08 -0.51 -0.0478
C 0.08 -2.46 0.01 -1.1879
N -0.83 -0.29 -0.11 -0.0869
C -2.02 0.02 -0.67 0.2143
N -3.02 0.67 -0.12 -0.1174
C -3.09 1.09 1.29 -0.8457
H 2.10 0.36 -2.54 0.1628
H 3.36 1.49 -2.01 0.3463
H 2.31 1.01 1.73 0.2528
H 3.40 2.08 0.83 0.4301
H 3.83 0.47 1.07 0.2511
H 0.27 -0.94 -1.61 0.3778
H 1.12 -2.99 -0.02 0.3083
H -0.65 -3.04 -0.55 0.3945
H -0.19 -2.52 1.08 0.3506
H -0.70 0.00 0.82 0.2559
H -2.41 -0.33 -1.70 0.2992
H -3.87 0.78 -0.77 0.3144
H -2.72 0.21 1.92 0.2942
H -4.05 1.33 1.56 0.3515
H -2.35 1.98 1.42 0.2971


Order of stability, best first: 2, 1


1:
18
Properties=species:S:1:pos:R:3:mulliken_charge:R:1 method="wB97M-V/def2-TZVPD" e_lumo_ev=0.695 gap_ha=0.3620 homo_energy_ev=-9.156 smiles="CCC(=O)CN.O=C=O"
C 2.17 0.77 -0.05 -1.1830
C 0.92 0.58 0.80 -0.4234
C -0.31 0.92 0.00 0.5565
O -0.84 2.00 0.01 -0.6049
C -0.76 -0.16 -1.05 -0.8124
N -0.45 -1.53 -0.67 -0.4706
H 2.18 1.77 -0.50 0.3159
H 2.23 0.04 -0.85 0.3005
H 3.06 0.68 0.56 0.3570
H 0.84 -0.45 1.16 0.3157
H 0.95 1.25 1.66 0.3863
H -1.81 -0.04 -1.31 0.4420
H -0.20 0.16 -1.95 0.3847
H 0.53 -1.74 -0.85 0.2028
H -1.02 -2.18 -1.19 0.2186
O -1.81 -0.06 2.09 -0.3815
C -2.48 -0.68 1.37 0.7675
O -3.20 -1.35 0.79 -0.3715


2:
18
Properties=species:S:1:pos:R:3:mulliken_charge:R:1 method="wB97M-V/def2-TZVPD" e_lumo_ev=-0.122 gap_ha=0.3783 homo_energy_ev=-10.415
H 1.29 -2.00 -0.90 0.3049
N 1.63 -1.82 0.05 -0.5252
C 2.24 -0.75 0.19 -0.0880
O 2.59 0.25 -0.73 -0.1535
O 2.17 -0.05 -2.04 -0.3734
H 2.72 -0.48 1.13 0.4168
H 1.30 0.42 -2.10 0.4404
C -2.57 -0.61 0.59 -0.7252
C -1.82 -0.18 -0.42 -0.2602
C -0.66 0.76 -0.31 1.0719
C -0.27 1.22 1.06 -1.4844
O -0.16 1.17 -1.34 -0.6905
H -2.27 -0.49 1.62 0.2533
H -3.52 -1.08 0.42 0.2535
H -2.15 -0.33 -1.44 0.3594
H 0.55 1.93 0.99 0.3430
H -1.13 1.65 1.58 0.4750
H 0.04 0.37 1.66 0.3821


Order of stability, best first: 1, 2


1:
18
Properties=species:S:1:pos:R:3:mulliken_charge:R:1 method="wB97M-V/def2-TZVPD" e_lumo_ev=0.766 gap_ha=0.3360 homo_energy_ev=-8.378
C 0.20 0.05 -0.18 -0.1964
C -0.85 0.47 -0.94 0.8273
C 0.69 1.38 1.41 0.3720
C -1.58 -0.19 -2.08 -0.9466
C 0.44 -2.22 0.44 -0.6710
N 2.03 1.21 1.53 -0.3627
O -0.01 2.07 2.08 -0.5309
O -1.47 1.67 -0.71 -0.5306
O 0.94 -1.05 -0.29 -0.4851
H -0.74 -0.37 -2.81 0.2507
H -2.11 -1.03 -1.87 0.3237
H -2.26 0.73 -2.36 0.2852
H 0.15 -1.63 1.43 0.2716
H 1.32 -2.86 0.74 0.2655
H -0.46 -2.58 0.09 0.3147
H 2.52 0.45 1.07 0.2565
H 2.45 1.82 2.29 0.2557
H -1.26 2.07 0.16 0.3002


2:
18
Properties=species:S:1:pos:R:3:mulliken_charge:R:1 method="wB97M-V/def2-TZVPD" e_lumo_ev=0.902 gap_ha=0.3754 homo_energy_ev=-9.314
C -1.76 -0.15 1.15 -1.0706
C -1.26 -0.49 -0.32 0.3134
O -0.99 0.68 -1.06 -0.3636
C -0.14 1.72 -0.71 0.0515
N 0.73 1.85 0.14 -0.4362
O 0.93 0.58 0.88 -0.2280
C 1.92 -0.19 0.32 -0.2989
C 1.14 -1.15 -0.61 -0.5131
O -0.12 -1.44 -0.34 -0.3802
H -1.03 0.33 1.74 0.3156
H -2.47 0.72 0.96 0.3147
H -2.28 -1.13 1.47 0.3365
H -2.14 -1.03 -0.88 0.2755
H -0.42 2.60 -1.22 0.4722
H 2.59 0.61 -0.18 0.3251
H 2.32 -0.82 1.14 0.2531
H 1.84 -2.04 -0.84 0.3253
H 1.15 -0.64 -1.62 0.3077


3:
18
Properties=species:S:1:pos:R:3:mulliken_charge:R:1 method="wB97M-V/def2-TZVPD" e_lumo_ev=0.765 gap_ha=0.3248 homo_energy_ev=-8.074
C -1.50 -0.03 1.20 -0.0253
N -1.41 -1.17 0.74 -0.4933
O -1.86 -1.29 -0.57 -0.2389
C -2.17 0.04 -1.07 -0.3565
C -1.93 1.06 0.07 -0.6089
H -1.17 0.32 2.19 0.4325
H -3.26 0.00 -1.26 0.2865
H -1.44 0.11 -1.88 0.2798
H -1.11 1.60 -0.15 0.2865
H -2.67 1.71 0.35 0.3855
O 3.77 0.32 -0.84 -0.5230
C 2.97 0.29 0.27 -0.1555
C 1.81 -0.36 0.41 0.0421
O 1.31 -1.36 -0.37 -0.5627
H 3.72 -0.38 -1.46 0.3015
H 3.34 0.95 1.00 0.3626
H 1.28 -0.19 1.44 0.1282
H 0.33 -1.62 -0.09 0.4589


Order of stability, best first: 1, 3, 2